{"formula": "C4H10O", "method": "ωB97M-V/def2-TZVPD", "elements": ["C", "C", "C", "O", "C", "H", "H", "H", "H", "H", "H", "H", "H", "H", "H"], "positions_angstrom": [[-2.08453, 0.22887, 0.61095], [-1.07085, -0.37974, -0.33738], [0.26360, -0.02897, 0.21027], [1.30318, -0.70876, -0.46790], [2.57334, -0.06852, -0.53278], [-1.86445, 1.24058, 0.96704], [-2.88388, 0.42834, -0.21265], [-2.54818, -0.41990, 1.35763], [-1.36132, 0.00051, -1.32135], [-1.17500, -1.47170, -0.35391], [-0.43772, -0.10455, 1.45526], [0.52250, 1.02622, 0.29451], [3.26825, -0.75125, -1.03884], [2.54480, 0.87422, -1.10488], [2.95026, 0.13464, 0.47403]], "lowdin_charge": [-0.186, -0.315, -0.260, -0.173, -0.104, 0.077, 0.103, 0.075, 0.103, 0.125, 0.189, 0.104, 0.088, 0.088, 0.086], "e_tot_ha": -233.52215, "lumo_energy_ev": 1.12, "total_charge": 0, "homo_lumo_gap_ev": 10.2}

---

{"formula": "C5H11N", "method": "ωB97M-V/def2-TZVPD", "elements": ["C", "C", "C", "N", "C", "C", "H", "H", "H", "H", "H", "H", "H", "H", "H", "H", "H"], "positions_angstrom": [[1.16978, 1.30787, 0.07344], [0.34299, 0.93640, -0.90210], [-1.02270, 1.52283, -1.11155], [-0.82815, -1.33463, -0.32594], [0.32460, -2.19645, 0.13622], [-0.80974, -1.69366, 0.87498], [0.66518, 0.15802, 1.63243], [2.17576, 0.90670, 0.16749], [0.87133, 2.05283, 0.81008], [0.68211, 0.20997, -1.63800], [-1.46796, 1.84772, -0.16418], [-1.70221, 0.80649, -1.57923], [-0.93692, 2.39837, -1.76344], [1.30488, -1.71958, 0.22199], [0.32472, -3.21604, -0.23920], [-1.43099, -1.61954, 1.75709], [0.33734, -0.36729, 2.04991]], "lowdin_charge": [-0.102, -0.286, -0.121, 0.092, -0.168, -0.220, 0.051, 0.059, 0.063, 0.097, 0.076, 0.059, 0.073, 0.072, 0.077, 0.106, 0.073], "e_tot_ha": -251.70138, "lumo_energy_ev": 1.20, "total_charge": 0, "homo_lumo_gap_ev": 10.5}

---

{"formula": "C13H28ClN7O19", "method": "ωB97M-V/def2-TZVPD", "elements": ["C", "C", "C", "C", "O", "O", "O", "C", "O", "O", "C", "Cl", "H", "H", "H", "H", "H", "H", "H", "C", "N", "O", "O", "H", "H", "H", "C", "N", "O", "O", "H", "H", "H", "C", "N", "O", "O", "H", "H", "H", "C", "N", "O", "O", "H", "H", "H", "C", "N", "O", "O", "H", "H", "H", "C", "N", "O", "O", "H", "H", "H", "C", "N", "O", "O", "H", "H", "H"], "positions_angstrom": [[-0.94968, -3.77189, 0.14155], [-0.08952, -2.86984, -0.86234], [1.10565, -1.97676, -0.23099], [1.88700, -2.87736, 0.85345], [1.53069, -3.00707, 2.04026], [3.05197, -3.58356, 0.38742], [0.67251, -3.89768, -1.60440], [0.25505, -3.77849, -2.95807], [0.99745, -4.08479, -3.89840], [-1.06932, -3.23566, -2.94147], [-0.89031, -2.09254, -2.03107], [-2.44072, -1.25837, -1.57614], [-0.56250, -4.85472, 0.05415], [-0.83085, -3.49492, 1.24372], [-2.05516, -3.81694, -0.13056], [0.73378, -0.98992, 0.20659], [1.85840, -1.79079, -1.08062], [2.77865, -4.35354, -0.15994], [-0.10246, -1.39514, -2.50437], [4.03213, 0.42426, 1.42353], [3.24318, 1.42120, 0.65314], [3.48269, 2.60110, 0.85017], [2.41089, 0.98446, -0.12237], [4.72981, 0.95310, 2.06972], [3.33044, -0.16518, 2.01315], [4.56594, -0.19770, 0.70588], [2.03891, 5.04950, 2.88265], [1.02815, 4.68555, 3.90943], [0.30376, 5.57484, 4.32359], [0.99817, 3.51930, 4.26271], [1.95185, 6.11221, 2.66544], [3.02129, 4.81897, 3.29220], [1.83233, 4.45569, 1.99318], [-1.02136, -4.65264, -6.13050], [-2.49299, -4.50039, -5.99222], [-3.01976, -3.57328, -6.58443], [-3.06762, -5.31755, -5.29317], [-0.64601, -3.86143, -6.77640], [-0.58699, -4.57546, -5.13349], [-0.83228, -5.63142, -6.56969], [-2.72268, 2.22179, 1.00352], [-1.75272, 1.10606, 0.85281], [-1.31352, 0.88861, -0.26554], [-1.46494, 0.48567, 1.86146], [-2.88341, 2.68028, 0.03011], [-3.64898, 1.80181, 1.38910], [-2.29223, 2.93847, 1.70199], [-1.59893, -4.19018, 4.73651], [-2.78648, -3.36288, 4.39843], [-3.61421, -3.18485, 5.27536], [-2.84357, -2.92207, 3.26395], [-1.68023, -4.51320, 5.77241], [-1.59351, -5.04701, 4.06419], [-0.71487, -3.56972, 4.59360], [-5.75942, 5.23804, -0.26277], [-5.37833, 3.82101, -0.02688], [-5.27865, 3.45174, 1.13203], [-5.19255, 3.12923, -1.01275], [-5.89146, 5.73017, 0.69872], [-4.95407, 5.70489, -0.82819], [-6.69064, 5.23781, -0.82749], [5.22734, 3.97513, -1.81525], [5.97085, 5.12841, -1.24451], [6.31227, 6.01083, -2.01288], [6.18469, 5.10572, -0.04456], [5.10998, 4.12826, -2.88619], [5.81053, 3.07720, -1.61588], [4.25660, 3.93366, -1.32260]], "lowdin_charge": [0.001, -0.373, 0.001, -0.377, 0.070, 0.017, -0.007, -0.395, 0.127, -0.017, -0.527, 0.726, 0.112, 0.081, 0.091, 0.120, 0.140, 0.115, 0.158, 0.058, -0.426, 0.047, 0.058, 0.098, 0.103, 0.106, 0.037, -0.451, 0.060, 0.058, 0.095, 0.103, 0.086, 0.043, -0.445, 0.058, 0.056, 0.101, 0.053, 0.105, 0.030, -0.432, -0.043, 0.066, 0.081, 0.094, 0.107, 0.041, -0.447, 0.065, 0.054, 0.094, 0.100, 0.100, 0.049, -0.435, 0.052, 0.068, 0.097, 0.103, 0.103, 0.036, -0.449, 0.065, 0.057, 0.095, 0.101, 0.085], "e_tot_ha": -2784.46785, "lumo_energy_ev": -0.38, "total_charge": 0, "homo_lumo_gap_ev": 10.4}

---

{"formula": "C5H6O2", "method": "ωB97M-V/def2-TZVPD", "elements": ["C", "C", "C", "C", "C", "O", "O", "H", "H", "H", "H", "H", "H"], "positions_angstrom": [[2.21831, 0.47497, -0.24070], [1.36304, 0.24432, 0.76546], [-1.83403, 0.13273, -0.51146], [-1.07448, -1.05742, -0.09459], [-0.09083, 0.04504, 0.63169], [-0.87380, 1.07156, 0.14106], [-0.84623, -0.87410, 1.32228], [3.12570, 0.91688, -0.03837], [2.03332, 0.26399, -1.26943], [1.65326, 0.43094, 1.82608], [-1.90984, 0.29197, -1.67638], [-2.84500, 0.15116, -0.21436], [-0.91943, -2.09203, -0.64129]], "lowdin_charge": [0.066, -0.050, -0.112, -0.124, -0.450, -0.007, 0.023, 0.032, 0.066, 0.125, 0.162, 0.095, 0.174], "e_tot_ha": -344.44265, "lumo_energy_ev": 0.81, "total_charge": 0, "homo_lumo_gap_ev": 9.5}

---

{"formula": "C4H15N3O", "method": "ωB97M-V/def2-TZVPD", "elements": ["N", "C", "C", "N", "C", "C", "N", "H", "H", "H", "H", "H", "H", "H", "H", "H", "H", "H", "H", "H", "H", "H", "O"], "positions_angstrom": [[0.32367, 1.09302, -1.07845], [-0.53744, 0.27597, -1.92502], [-0.69024, -1.15126, -1.41480], [-1.25693, -1.34214, -0.07331], [-0.31452, -1.08191, 1.03788], [-0.94730, -0.25268, 2.15648], [-0.34282, 1.07717, 2.19361], [0.52341, 1.95791, -1.56729], [-0.09195, 1.40846, -0.19716], [-0.07829, 0.19904, -2.91480], [-1.50625, 0.73125, -2.16989], [-1.35666, -1.69080, -2.09594], [0.28274, -1.65168, -1.44352], [-1.97942, -0.63398, 0.00635], [0.03223, -2.03026, 1.44785], [0.56410, -0.55722, 0.66861], [-1.99481, -0.07983, 1.88815], [-0.93090, -0.79272, 3.10697], [0.66470, 1.04485, 2.13958], [-0.65546, 1.63348, 2.97473], [2.35424, 0.38314, -0.95469], [2.82276, 1.69596, -0.46029], [3.17496, 0.89703, -0.86478]], "lowdin_charge": [-0.016, -0.271, -0.238, -0.063, -0.231, -0.265, -0.016, 0.080, 0.056, 0.111, 0.106, 0.108, 0.115, 0.085, 0.107, 0.080, 0.102, 0.103, 0.066, 0.066, -0.006, 0.014, -0.092], "e_tot_ha": -400.88047, "lumo_energy_ev": 0.92, "total_charge": 0, "homo_lumo_gap_ev": 9.8}

---

{"formula": "C5H11NO", "method": "ωB97M-V/def2-TZVPD", "elements": ["C", "C", "C", "C", "N", "C", "O", "H", "H", "H", "H", "H", "H", "H", "H", "H", "H", "H"], "positions_angstrom": [[-1.58666, -0.56947, -1.15482], [-1.19726, 0.31400, 0.02324], [0.31585, 0.51917, 0.17680], [0.59691, 1.59012, 1.23586], [0.99888, -0.70415, 0.57562], [1.63081, -1.59303, -0.24128], [1.67470, -1.52625, -1.45474], [-1.20394, -0.14836, -2.09016], [-1.17237, -1.57781, -1.05554], [-2.67590, -0.64944, -1.23622], [-1.64634, 1.30791, -0.09405], [-1.60842, -0.09640, 0.95930], [0.74197, 0.82600, -0.78713], [0.09000, 2.51591, 0.95629], [0.20783, 1.30295, 2.22515], [1.66606, 1.79884, 1.34353], [0.99503, -0.84370, 1.57450], [2.13973, -2.42268, 0.29896]], "lowdin_charge": [-0.104, -0.229, -0.391, -0.064, 0.047, -0.360, 0.007, 0.079, 0.068, 0.070, 0.109, 0.115, 0.149, 0.078, 0.083, 0.081, 0.131, 0.131], "e_tot_ha": -327.12224, "lumo_energy_ev": 0.92, "total_charge": 0, "homo_lumo_gap_ev": 10.6}

---

{"formula": "C5H9NO", "method": "ωB97M-V/def2-TZVPD", "elements": ["C", "C", "C", "C", "O", "C", "N", "H", "H", "H", "H", "H", "H", "H", "H", "H"], "positions_angstrom": [[0.57714, -0.05508, -0.00089], [0.65730, -1.39784, -0.00425], [0.75855, 0.74132, -1.25862], [0.66597, 0.73579, 1.26998], [-2.14395, -1.28551, -0.07281], [-2.32351, -0.00670, -0.07963], [-2.79483, 1.04002, -0.12934], [-1.24852, -1.55890, 0.24536], [0.69691, -1.96371, 0.91386], [0.69048, -1.96429, -0.92202], [0.75759, 0.10425, -2.14012], [-0.13843, 1.47108, 1.29406], [0.58567, 0.09576, 2.14565], [1.69886, 1.29050, -1.23159], [-0.04620, 1.47105, -1.34744], [1.60698, 1.28226, 1.31778]], "lowdin_charge": [-0.435, -0.003, -0.058, -0.060, 0.089, -0.416, 0.162, 0.076, 0.075, 0.077, 0.081, 0.079, 0.081, 0.088, 0.079, 0.087], "e_tot_ha": -325.85384, "lumo_energy_ev": 0.66, "total_charge": 0, "homo_lumo_gap_ev": 10.8}

---

{"formula": "C38H82N4O5S", "method": "ωB97M-V/def2-TZVPD", "elements": ["C", "S", "O", "C", "H", "H", "H", "H", "H", "H", "C", "C", "C", "C", "C", "C", "N", "O", "C", "C", "C", "H", "H", "H", "H", "H", "H", "H", "H", "H", "H", "H", "H", "H", "H", "H", "H", "H", "H", "H", "C", "C", "C", "C", "C", "C", "N", "O", "C", "C", "C", "H", "H", "H", "H", "H", "H", "H", "H", "H", "H", "H", "H", "H", "H", "H", "H", "H", "H", "H", "C", "C", "C", "C", "C", "C", "N", "O", "C", "C", "C", "H", "H", "H", "H", "H", "H", "H", "H", "H", "H", "H", "H", "H", "H", "H", "H", "H", "H", "H", "C", "C", "C", "C", "C", "C", "N", "O", "C", "C", "C", "H", "H", "H", "H", "H", "H", "H", "H", "H", "H", "H", "H", "H", "H", "H", "H", "H", "H", "H"], "positions_angstrom": [[0.56098, -0.74360, 0.76491], [0.54932, 0.93306, 0.11522], [-0.84236, 1.19059, -0.33379], [0.69627, 1.71625, 1.72180], [-0.42420, -0.96008, 1.18930], [1.33040, -0.96187, 1.50465], [0.65587, -1.42147, -0.08752], [1.53872, 1.27265, 2.25480], [-0.20887, 1.60944, 2.31659], [0.92781, 2.77375, 1.59333], [-5.27190, -1.74076, -4.23972], [-3.75092, -1.86849, -4.36397], [-3.10590, -0.94188, -3.31687], [-3.10087, -1.49735, -1.91189], [-2.57441, -2.92960, -1.85383], [-3.23119, -3.86019, -2.87609], [-3.21597, -3.21457, -4.18822], [-3.89634, -4.05077, -5.13217], [-2.36514, -5.10960, -2.95369], [-4.62000, -4.25331, -2.35210], [-3.29693, -1.35522, -5.71768], [-5.56279, -1.67518, -3.19388], [-5.77476, -2.56633, -4.74211], [-5.61570, -0.81454, -4.70493], [-2.10325, -0.62362, -3.61346], [-3.70287, -0.02354, -3.29530], [-4.05119, -1.38625, -1.37038], [-2.46450, -0.89516, -1.24857], [-2.67376, -3.33769, -0.85036], [-1.51742, -2.82189, -2.13403], [-2.11822, -5.50809, -1.96549], [-2.80022, -5.92580, -3.53153], [-1.38660, -4.82627, -3.35880], [-5.20996, -4.75482, -3.12294], [-4.55990, -4.93307, -1.49936], [-5.21324, -3.39912, -2.02811], [-3.81509, -1.80419, -6.56719], [-2.22302, -1.48173, -5.86543], [-3.48673, -0.27755, -5.78102], [-3.20805, -4.63409, -5.46675], [8.16225, -0.80429, 1.56565], [6.79831, -0.18125, 1.29990], [6.44131, 0.72000, 2.47996], [5.27141, 1.66212, 2.21146], [5.57180, 2.47159, 0.96153], [5.85016, 1.61682, -0.26122], [6.89107, 0.64192, 0.10028], [7.13839, -0.21155, -1.01452], [4.55728, 1.00935, -0.82282], [6.44568, 2.52282, -1.33659], [5.75508, -1.29735, 1.19559], [8.28794, -1.81804, 1.18195], [8.31351, -0.92280, 2.64576], [8.96576, -0.15715, 1.21503], [6.10082, 0.06427, 3.29041], [7.28793, 1.22728, 2.95078], [5.14655, 2.32715, 3.06720], [4.36047, 1.06885, 2.09637], [6.45960, 3.08083, 1.16660], [4.76554, 3.17440, 0.72856], [3.89227, 0.63007, -0.04717], [4.02328, 1.84171, -1.29367], [4.75315, 0.26122, -1.58565], [6.29470, 2.15457, -2.35345], [5.91358, 3.47983, -1.31711], [7.50690, 2.69737, -1.16552], [5.96899, -2.12439, 1.87518], [5.81659, -1.75025, 0.19716], [4.71196, -0.99105, 1.27089], [7.97364, 0.11207, -1.36445], [-0.22350, -2.48632, 4.60796], [0.90103, -1.69939, 5.27557], [0.68114, -1.74859, 6.78158], [1.92092, -1.44692, 7.59921], [3.12401, -2.27294, 7.17741], [3.40936, -2.19139, 5.67826], [2.15082, -2.40934, 4.95727], [2.38810, -2.32430, 3.54887], [4.09830, -0.86133, 5.35261], [4.34357, -3.32165, 5.29781], [0.88126, -0.27362, 4.74816], [-1.16484, -2.25492, 5.11120], [-0.07181, -3.55775, 4.73835], [-0.26388, -2.22035, 3.55326], [-0.10539, -1.03506, 7.04087], [0.29832, -2.73969, 7.04616], [1.75605, -1.62655, 8.66448], [2.17107, -0.38323, 7.53169], [3.04184, -3.30802, 7.51281], [3.98593, -1.83287, 7.68917], [4.15908, -0.68945, 4.28004], [3.56470, -0.01800, 5.79982], [5.09763, -0.80817, 5.79100], [4.57104, -3.33558, 4.22878], [5.30071, -3.23628, 5.81482], [3.89088, -4.29573, 5.50311], [-0.05862, 0.26274, 4.90922], [1.05591, -0.24556, 3.67660], [1.65226, 0.33346, 5.22664], [2.22486, -3.22160, 3.24118], [-3.07367, 2.92343, -3.98774], [-3.74783, 3.55258, -2.76531], [-3.80527, 5.06695, -2.87129], [-4.81527, 5.56652, -3.90509], [-6.17761, 5.04234, -3.48075], [-6.25221, 3.50833, -3.35003], [-5.10883, 3.06035, -2.55533], [-5.12960, 1.64337, -2.44935], [-7.52939, 3.19361, -2.56516], [-6.33395, 2.86609, -4.74169], [-2.91374, 3.20393, -1.53485], [-1.99635, 3.08972, -4.02321], [-3.25790, 1.84823, -4.00923], [-3.48910, 3.30943, -4.92231], [-4.11478, 5.45682, -1.89295], [-2.81591, 5.49881, -3.04055], [-4.81058, 6.65654, -3.87299], [-4.53570, 5.20408, -4.89515], [-6.97263, 5.33566, -4.17334], [-6.44601, 5.49504, -2.51998], [-7.82221, 2.14583, -2.65785], [-8.36284, 3.81334, -2.90446], [-7.38853, 3.40673, -1.50461], [-7.31856, 3.07305, -5.17899], [-6.32655, 1.77878, -4.63311], [-5.58940, 3.22376, -5.44612], [-1.91427, 3.62186, -1.69451], [-3.29314, 3.63371, -0.60701], [-2.73234, 2.13643, -1.42422], [-4.99961, 1.48887, -1.50822]], "lowdin_charge": [-0.263, 0.829, -0.551, -0.267, 0.059, 0.030, 0.049, 0.029, 0.063, 0.051, -0.016, -0.520, -0.139, -0.184, -0.138, -0.534, -0.075, -0.028, -0.049, -0.030, -0.041, 0.069, 0.085, 0.079, 0.127, 0.083, 0.110, 0.095, 0.122, 0.121, 0.085, 0.081, 0.088, 0.083, 0.085, 0.065, 0.082, 0.087, 0.082, 0.099, -0.034, -0.523, -0.142, -0.175, -0.144, -0.530, -0.096, -0.021, -0.024, -0.042, -0.026, 0.082, 0.084, 0.087, 0.100, 0.124, 0.115, 0.090, 0.128, 0.123, 0.053, 0.087, 0.086, 0.083, 0.086, 0.088, 0.083, 0.086, 0.065, 0.105, -0.029, -0.527, -0.137, -0.180, -0.135, -0.529, -0.079, -0.038, -0.028, -0.040, -0.026, 0.090, 0.091, 0.068, 0.124, 0.124, 0.114, 0.108, 0.122, 0.124, 0.068, 0.067, 0.090, 0.074, 0.090, 0.089, 0.097, 0.038, 0.074, 0.109, -0.012, -0.524, -0.146, -0.171, -0.146, -0.521, -0.090, -0.032, -0.041, -0.022, -0.042, 0.091, 0.060, 0.066, 0.122, 0.124, 0.111, 0.100, 0.120, 0.121, 0.080, 0.083, 0.086, 0.087, 0.074, 0.068, 0.086, 0.091, 0.054, 0.107], "e_tot_ha": -2490.30633, "lumo_energy_ev": 0.46, "total_charge": 0, "homo_lumo_gap_ev": 8.5}